[1]
Molecular formula: C32H83N5O11
Method: DFT, ωB97M-V/def2-TZVPD

Last column: Löwdin charge in e.
CARTESIAN COORDINATES (ANGSTROEM)
C  -6.72  -0.72  2.55  -0.061
C  -6.00  -1.09  1.26  -0.434
C  -4.88  -0.15  0.96  -0.220
O  -4.50  -0.31  -0.40  -0.168
C  -3.29  0.32  -0.66  -0.121
N  -5.50  -2.48  1.38  0.046
H  -7.51  -1.43  2.79  0.076
H  -7.19  0.26  2.48  0.070
H  -6.02  -0.75  3.39  0.067
H  -6.75  -0.99  0.45  0.141
H  -3.99  -0.39  1.58  0.116
H  -5.11  0.89  1.23  0.125
H  -2.49  -0.29  -0.20  0.090
H  -3.24  1.28  -0.13  0.067
H  -3.11  0.48  -1.71  0.084
H  -5.18  -2.78  0.47  0.072
H  -6.29  -3.08  1.61  0.066
C  5.31  -5.02  -6.24  -0.070
C  4.46  -3.76  -6.32  -0.308
O  3.17  -3.98  -6.91  -0.080
H  5.02  -5.70  -5.45  0.042
H  6.33  -4.68  -6.02  0.050
H  5.38  -5.47  -7.23  0.085
H  4.95  -3.04  -6.98  0.111
H  4.39  -3.30  -5.33  0.094
H  2.69  -4.57  -6.33  0.076
C  -0.87  -2.58  -1.77  -0.085
C  0.19  -1.79  -1.07  -0.310
O  0.42  -2.41  0.23  -0.103
H  -0.99  -2.17  -2.78  0.079
H  -1.82  -2.54  -1.25  0.069
H  -0.51  -3.60  -1.87  0.078
H  -0.10  -0.76  -0.86  0.088
H  1.15  -1.83  -1.60  0.091
H  0.90  -1.78  0.77  0.069
C  -3.19  3.37  2.70  -0.133
O  -4.54  3.07  2.80  -0.201
C  -5.28  4.12  3.38  -0.235
C  -6.56  3.54  3.92  -0.225
N  -7.63  4.51  3.97  -0.069
C  -7.43  5.53  5.00  -0.210
C  -8.48  6.62  4.84  -0.239
O  -8.24  7.74  5.67  -0.189
C  -8.54  7.51  7.05  -0.109
H  -2.63  2.60  2.17  0.065
H  -2.68  3.39  3.68  0.095
H  -3.05  4.36  2.25  0.096
H  -5.50  4.92  2.66  0.135
H  -4.69  4.52  4.21  0.121
H  -6.34  3.07  4.90  0.125
H  -6.83  2.67  3.32  0.112
H  -8.48  4.01  4.19  0.113
H  -6.43  5.94  4.89  0.121
H  -7.55  5.10  6.01  0.121
H  -9.49  6.22  4.99  0.122
H  -8.46  7.01  3.82  0.126
H  -9.50  7.01  7.18  0.087
H  -8.65  8.51  7.47  0.087
H  -7.74  6.98  7.58  0.081
C  4.19  4.40  1.76  -0.099
O  3.20  3.98  2.70  -0.199
C  2.55  2.78  2.34  -0.234
C  1.56  2.51  3.44  -0.242
N  0.77  1.31  3.27  -0.049
C  0.16  0.93  4.53  -0.228
C  -1.00  -0.03  4.38  -0.240
O  -2.08  0.60  3.74  -0.217
C  -3.36  0.07  4.15  -0.082
H  4.55  5.37  2.11  0.085
H  3.78  4.57  0.76  0.085
H  5.02  3.69  1.71  0.084
H  3.22  1.92  2.22  0.129
H  2.00  2.98  1.40  0.120
H  0.99  3.45  3.59  0.129
H  2.03  2.45  4.43  0.123
H  0.04  1.38  2.57  0.096
H  -0.09  1.77  5.20  0.121
H  0.92  0.37  5.10  0.123
H  -1.30  -0.44  5.36  0.121
H  -0.70  -0.92  3.81  0.130
H  -3.55  0.36  5.19  0.096
H  -3.42  -1.01  3.98  0.095
H  -4.10  0.58  3.52  0.053
C  4.09  -6.95  -3.37  -0.127
O  3.74  -5.61  -3.47  -0.209
C  3.73  -4.90  -2.24  -0.204
C  5.12  -4.71  -1.73  -0.238
N  6.02  -4.21  -2.74  -0.043
C  7.39  -4.12  -2.25  -0.212
C  8.30  -3.94  -3.40  -0.209
O  8.08  -5.03  -4.30  -0.209
C  8.97  -5.08  -5.36  -0.134
H  4.21  -7.31  -2.34  0.091
H  5.07  -7.13  -3.84  0.087
H  3.35  -7.56  -3.88  0.093
H  3.10  -5.43  -1.51  0.128
H  3.21  -3.96  -2.41  0.115
H  5.47  -5.70  -1.34  0.115
H  5.26  -4.14  -0.81  0.126
H  6.00  -4.78  -3.58  0.081
H  7.64  -5.02  -1.64  0.125
H  7.42  -3.26  -1.57  0.123
H  9.36  -3.81  -3.15  0.123
H  8.05  -3.02  -3.96  0.131
H  8.52  -4.81  -6.33  0.080
H  9.31  -6.12  -5.52  0.091
H  9.88  -4.48  -5.23  0.087
C  -1.03  2.87  -0.27  -0.098
O  -0.08  2.67  -1.33  -0.203
C  -0.71  2.04  -2.44  -0.241
C  0.28  1.87  -3.55  -0.225
N  1.40  1.05  -3.10  -0.043
C  2.40  0.82  -4.17  -0.189
C  3.38  -0.26  -3.80  -0.258
O  4.47  0.25  -3.10  -0.177
C  5.16  -0.79  -2.42  -0.113
H  -0.94  1.92  0.28  0.078
H  -2.02  3.13  -0.62  0.083
H  -0.55  3.64  0.34  0.088
H  -1.61  2.59  -2.74  0.126
H  -1.00  1.03  -2.10  0.096
H  0.63  2.88  -3.86  0.125
H  -0.17  1.47  -4.46  0.121
H  1.86  1.64  -2.41  0.110
H  2.90  1.74  -4.51  0.127
H  1.82  0.42  -5.01  0.118
H  3.74  -0.74  -4.73  0.123
H  2.89  -1.07  -3.23  0.106
H  4.51  -1.35  -1.74  0.084
H  6.01  -0.38  -1.86  0.085
H  5.59  -1.49  -3.15  0.074

Results
Structure (SMILES): COC[C@H](C)N.COCCNCCOC.COCCNCCOC.COCCNCCOC.COCCNCCOC.CCO.CCO
ΔE to the lowest compared entry with this formula, charge and spin in kJ/mol: 41.9
Total charge: 0
HOMO in eV: -8.80
Orbital gap in eV: 9.51
Electronic energy in eV: -64495.898

---

[2]
Molecular formula: C32H84N4O16
Method: DFT, ωB97M-V/def2-TZVPD

Last column: Löwdin charge in e.
CARTESIAN COORDINATES (ANGSTROEM)
C  -1.56  -3.27  6.02  -0.250
C  -0.17  -2.69  6.37  -0.191
O  -0.32  -1.25  6.59  -0.096
O  -2.36  -3.29  7.19  -0.054
H  -1.22  -4.27  5.75  0.108
H  -2.00  -2.84  5.12  0.120
H  0.42  -2.84  5.47  0.110
H  0.46  -3.09  7.17  0.122
H  -0.70  -1.15  7.47  0.073
H  -3.17  -3.68  6.87  0.081
C  7.82  -3.17  1.09  -0.226
C  7.90  -1.68  0.57  -0.231
O  8.55  -1.62  -0.71  -0.059
O  9.08  -3.87  1.14  -0.055
H  7.28  -3.65  0.28  0.103
H  7.18  -3.27  1.97  0.097
H  8.28  -1.10  1.41  0.110
H  6.93  -1.27  0.29  0.094
H  9.45  -1.30  -0.59  0.082
H  9.43  -3.80  2.03  0.074
C  -0.71  -4.48  1.67  -0.259
C  -1.26  -3.13  1.58  -0.196
O  -0.30  -2.03  1.87  -0.115
O  0.70  -4.50  1.42  -0.050
H  -1.12  -5.00  0.81  0.119
H  -1.13  -4.96  2.55  0.110
H  -2.21  -2.96  2.09  0.120
H  -1.50  -3.00  0.52  0.104
H  -0.66  -1.14  1.99  -0.007
H  1.01  -3.59  1.46  0.047
C  7.03  -3.02  5.17  -0.311
C  5.58  -3.50  5.10  -0.183
O  5.12  -4.51  6.07  -0.073
O  7.94  -3.97  4.85  -0.047
H  7.35  -2.76  6.17  0.120
H  7.17  -2.15  4.53  0.120
H  5.59  -3.92  4.09  0.109
H  4.79  -2.75  5.07  0.106
H  5.44  -5.39  5.85  0.070
H  7.78  -4.67  5.48  0.092
C  3.16  -0.62  -7.72  -0.102
O  2.78  -0.66  -6.34  -0.205
C  2.97  0.63  -5.71  -0.193
C  1.83  0.76  -4.60  -0.189
N  2.04  -0.03  -3.37  -0.061
C  0.90  -0.03  -2.39  -0.180
C  -0.29  -1.01  -2.75  -0.164
O  -0.02  -2.43  -2.82  -0.180
C  0.89  -2.95  -1.90  -0.116
H  3.71  0.28  -7.99  0.080
H  2.23  -0.57  -8.28  0.081
H  3.63  -1.58  -7.95  0.085
H  2.91  1.58  -6.25  0.107
H  3.99  0.60  -5.31  0.115
H  0.99  0.28  -5.10  0.103
H  1.59  1.82  -4.51  0.105
H  2.40  -0.95  -3.59  0.093
H  0.61  1.00  -2.20  0.106
H  1.25  -0.34  -1.40  0.087
H  -0.78  -0.55  -3.61  0.108
H  -0.89  -0.99  -1.85  0.091
H  0.56  -2.85  -0.86  0.073
H  1.83  -2.41  -2.01  0.066
H  1.10  -4.00  -2.07  0.100
C  -6.42  10.22  3.59  -0.180
O  -5.67  9.39  2.79  -0.202
C  -4.27  9.06  3.20  -0.102
C  -3.62  8.09  2.05  -0.194
N  -3.48  6.65  2.29  -0.066
C  -2.80  5.99  1.17  -0.209
C  -1.54  5.11  1.43  -0.156
O  -1.23  4.51  0.12  -0.245
C  0.03  4.89  -0.45  -0.100
H  -6.06  10.53  4.57  0.082
H  -7.41  9.86  3.87  0.079
H  -6.56  11.13  3.01  0.083
H  -4.11  8.62  4.19  0.110
H  -3.71  9.99  3.10  0.102
H  -2.71  8.62  1.77  0.102
H  -4.15  8.29  1.12  0.105
H  -4.40  6.24  2.38  0.106
H  -2.65  6.74  0.39  0.110
H  -3.45  5.30  0.64  0.116
H  -1.71  4.30  2.13  0.104
H  -0.68  5.72  1.72  0.108
H  0.25  5.93  -0.22  0.088
H  -0.01  4.65  -1.51  0.081
H  0.76  4.14  -0.14  0.077
C  -0.78  1.15  1.20  -0.019
O  -0.99  0.29  2.41  -0.205
C  -0.49  0.86  3.61  -0.193
C  0.98  0.58  3.91  -0.144
N  1.73  -0.30  2.91  -0.038
C  3.15  -0.42  3.17  -0.201
C  3.79  -0.97  1.92  -0.245
O  3.38  -2.25  1.50  -0.176
C  4.16  -2.70  0.42  -0.095
H  -1.39  2.05  1.17  0.069
H  -1.17  0.65  0.32  0.072
H  0.25  1.40  0.92  0.090
H  -1.22  0.51  4.33  0.119
H  -0.56  1.93  3.78  0.115
H  1.06  0.19  4.93  0.093
H  1.61  1.47  3.89  0.103
H  1.27  -1.12  2.54  0.069
H  3.36  -1.02  4.05  0.103
H  3.66  0.53  3.31  0.120
H  4.88  -0.96  1.96  0.106
H  3.64  -0.32  1.05  0.123
H  3.85  -3.75  0.33  0.104
H  5.25  -2.72  0.54  0.044
H  4.09  -2.04  -0.44  0.091
C  -5.82  -1.24  -9.44  -0.107
O  -5.39  -2.16  -8.43  -0.212
C  -6.40  -2.90  -7.75  -0.165
C  -6.79  -2.01  -6.46  -0.232
N  -5.78  -1.85  -5.48  -0.053
C  -6.34  -1.17  -4.25  -0.176
C  -5.36  -0.86  -3.09  -0.187
O  -4.29  -0.06  -3.57  -0.194
C  -3.46  0.64  -2.72  -0.149
H  -6.61  -1.64  -10.07  0.080
H  -5.02  -0.91  -10.11  0.084
H  -6.23  -0.35  -8.96  0.074
H  -6.06  -3.94  -7.68  0.115
H  -7.28  -3.06  -8.37  0.101
H  -7.69  -2.40  -6.00  0.108
H  -7.08  -1.03  -6.86  0.105
H  -5.22  -1.15  -5.96  0.101
H  -7.15  -1.80  -3.88  0.110
H  -6.86  -0.26  -4.55  0.110
H  -4.79  -1.74  -2.79  0.125
H  -5.92  -0.40  -2.28  0.119
H  -2.98  0.20  -1.85  0.071
H  -4.01  1.48  -2.30  0.083
H  -2.69  1.11  -3.33  0.088

Results
Structure (SMILES): COCCNCCOC.COCCNCCOC.COCCNCCOC.COCCNCCOC.OCCO.OCCO.OCCO.OCCO
ΔE to the lowest compared entry with this formula, charge and spin in kJ/mol: 626.6
Total charge: 0
HOMO in eV: -8.16
Orbital gap in eV: 8.70
Electronic energy in eV: -73252.420

---

[3]
Molecular formula: C32H86N2O16
Method: DFT, ωB97M-V/def2-TZVPD

Last column: Löwdin charge in e.
CARTESIAN COORDINATES (ANGSTROEM)
C  -23.86  2.01  -6.53  -0.198
C  -23.21  2.91  -5.45  -0.228
O  -21.81  2.71  -5.33  -0.125
O  -25.24  2.39  -6.47  -0.073
H  -23.68  0.99  -6.30  0.112
H  -23.47  2.26  -7.53  0.117
H  -23.67  2.62  -4.50  0.126
H  -23.34  3.96  -5.69  0.096
H  -21.49  2.96  -6.24  0.043
H  -25.75  1.77  -6.96  0.077
C  -19.53  7.67  -5.56  -0.222
C  -19.66  8.78  -4.48  -0.201
O  -19.63  9.98  -5.29  -0.110
O  -20.46  7.92  -6.62  -0.108
H  -19.76  6.61  -5.20  0.106
H  -18.52  7.59  -5.94  0.116
H  -18.80  8.90  -3.75  0.132
H  -20.60  8.62  -3.93  0.109
H  -20.37  10.61  -5.16  0.076
H  -20.46  8.88  -6.80  0.098
C  -25.39  7.78  -5.69  -0.214
C  -24.05  7.16  -5.52  -0.200
O  -23.08  8.21  -5.73  -0.050
O  -25.53  8.88  -4.83  -0.081
H  -26.21  7.04  -5.46  0.123
H  -25.43  8.08  -6.75  0.137
H  -24.00  6.30  -6.17  0.107
H  -23.96  6.78  -4.52  0.086
H  -22.28  7.91  -6.12  0.032
H  -25.10  9.60  -5.30  0.054
C  -23.94  12.41  -5.23  -0.252
C  -23.28  11.61  -4.13  -0.203
O  -22.29  10.74  -4.70  -0.079
O  -24.62  11.57  -6.13  -0.079
H  -23.05  12.83  -5.80  0.138
H  -24.55  13.23  -4.82  0.132
H  -24.11  10.99  -3.63  0.123
H  -22.78  12.28  -3.45  0.121
H  -22.67  9.95  -5.07  0.037
H  -25.45  12.05  -6.29  0.072
C  -22.93  8.17  -0.63  -0.067
C  -23.71  7.81  -1.85  -0.544
C  -24.64  6.59  -1.79  -0.046
O  -24.47  8.95  -2.23  -0.104
H  -23.58  8.38  0.26  0.096
H  -22.27  9.08  -0.80  0.101
H  -22.21  7.41  -0.38  0.061
H  -22.95  7.60  -2.65  0.111
H  -25.11  6.54  -2.79  0.057
H  -25.51  6.85  -1.16  0.088
H  -24.07  5.64  -1.49  0.098
H  -24.93  8.94  -3.15  0.077
C  -25.32  13.30  -10.54  -0.067
C  -25.40  11.88  -10.18  -0.527
C  -24.22  11.37  -9.41  -0.039
O  -26.64  11.64  -9.49  -0.051
H  -25.24  13.90  -9.64  0.079
H  -26.25  13.58  -11.09  0.104
H  -24.40  13.41  -11.07  0.075
H  -25.51  11.33  -11.14  0.143
H  -24.39  11.64  -8.36  0.066
H  -23.27  11.65  -9.76  0.067
H  -24.27  10.30  -9.35  0.079
H  -26.57  12.25  -8.76  0.044
C  -18.77  5.66  -2.79  -0.027
C  -19.80  4.56  -3.14  -0.489
C  -21.21  4.90  -2.65  -0.040
O  -19.78  4.26  -4.50  -0.061
H  -18.69  5.88  -1.76  0.069
H  -19.05  6.53  -3.39  0.041
H  -17.80  5.33  -3.19  0.087
H  -19.43  3.64  -2.66  0.136
H  -21.25  4.92  -1.54  0.082
H  -21.95  4.13  -3.01  0.086
H  -21.47  5.96  -2.86  0.071
H  -20.46  3.67  -4.74  0.007
C  -29.58  5.28  -5.64  -0.043
C  -28.10  4.85  -5.46  -0.537
C  -27.98  3.73  -4.52  -0.077
O  -27.54  4.56  -6.72  -0.057
H  -29.71  6.28  -6.19  0.087
H  -30.00  5.44  -4.65  0.067
H  -30.11  4.51  -6.25  0.088
H  -27.58  5.71  -4.97  0.115
H  -28.44  2.80  -4.86  0.095
H  -28.50  4.03  -3.64  0.075
H  -27.00  3.43  -4.22  0.069
H  -26.67  4.11  -6.60  0.073
C  -24.15  4.52  -9.90  -0.098
O  -22.79  4.33  -9.54  -0.201
C  -22.38  4.98  -8.40  -0.248
C  -20.86  4.82  -8.12  -0.099
N  -20.50  3.44  -7.60  -0.055
C  -19.11  3.13  -7.35  -0.184
C  -19.11  1.62  -7.37  -0.231
O  -19.66  1.22  -8.61  -0.216
C  -19.47  -0.16  -8.78  -0.099
H  -24.40  5.60  -9.99  0.087
H  -24.83  4.11  -9.12  0.081
H  -24.33  3.99  -10.91  0.116
H  -23.03  4.63  -7.56  0.093
H  -22.60  6.08  -8.51  0.131
H  -20.60  5.53  -7.34  0.091
H  -20.39  5.13  -9.06  0.128
H  -20.72  2.85  -8.40  0.104
H  -18.69  3.47  -6.42  0.107
H  -18.46  3.47  -8.15  0.122
H  -19.67  1.26  -6.53  0.120
H  -18.08  1.24  -7.37  0.128
H  -18.42  -0.31  -8.67  0.073
H  -19.86  -0.44  -9.80  0.111
H  -20.06  -0.65  -7.98  0.101
C  -27.54  11.44  -2.07  -0.066
O  -28.68  11.41  -2.98  -0.217
C  -29.15  10.07  -3.16  -0.227
C  -29.96  10.02  -4.47  -0.162
N  -29.10  9.63  -5.63  -0.044
C  -28.11  10.56  -6.10  -0.214
C  -28.63  11.96  -6.37  -0.187
O  -27.64  12.93  -6.82  -0.220
C  -28.05  14.22  -6.40  -0.128
H  -27.91  11.03  -1.14  0.082
H  -27.28  12.47  -1.84  0.077
H  -26.64  10.98  -2.52  0.083
H  -29.81  9.80  -2.31  0.123
H  -28.34  9.36  -3.19  0.110
H  -30.37  11.03  -4.53  0.101
H  -30.82  9.32  -4.30  0.126
H  -29.58  9.17  -6.33  0.068
H  -27.78  10.06  -7.06  0.152
H  -27.33  10.69  -5.36  0.094
H  -29.03  12.48  -5.43  0.122
H  -29.39  11.88  -7.11  0.119
H  -27.51  14.96  -7.03  0.096
H  -27.89  14.44  -5.34  0.088
H  -29.14  14.40  -6.53  0.096

Results
Structure (SMILES): COCCNCCOC.COCCNCCOC.CC(C)O.CC(C)O.CC(C)O.CC(C)O.OCCO.OCCO.OCCO.OCCO
Total charge: 0
HOMO in eV: -8.61
Orbital gap in eV: 9.19
Electronic energy in eV: -70313.138